Entry 1:
Molecular formula: C22H41FO14S2
Method: DFT, ωB97M-V/def2-TZVPD

Computed properties:
total charge: 0
LUMO: 0.14 eV

The geometry in XYZ format:
```
80
C22H41FO14S2 ωB97M-V/def2-TZVPD
F -4.3303 4.6949 -3.4453
C -3.4214 3.7303 -3.6387
C -3.5846 2.8398 -4.7098
C -2.5587 1.9075 -5.0131
C -1.4716 1.8331 -4.2110
C -1.3823 2.6129 -3.0316
C -2.3422 3.5877 -2.7683
H -4.5308 2.8363 -5.2306
H -2.7278 1.1756 -5.7891
H -0.7443 1.0970 -4.5201
H -0.5377 2.4710 -2.3736
H -2.1148 4.2061 -1.9126
C -3.3856 2.9218 1.1988
S -5.1489 2.6085 1.8632
O -5.4716 1.1375 1.5003
C -4.7569 2.9051 3.6995
H -3.4368 2.7194 0.1290
H -2.7149 2.2497 1.7341
H -3.0213 3.9490 1.1852
H -4.1302 2.0776 4.0318
H -5.5797 2.7736 4.4022
H -4.2704 3.8230 4.0296
C 3.8194 -3.4127 1.6376
S 3.0334 -1.7377 1.4757
O 3.9930 -0.8251 2.2065
C 3.2634 -1.4235 -0.3464
H 4.8218 -3.4420 1.2105
H 3.2755 -4.2879 1.2821
H 4.0247 -3.5518 2.6991
H 2.8909 -0.4595 -0.6931
H 2.8188 -2.2597 -0.8861
H 4.3261 -1.3279 -0.5692
C 5.7910 4.9707 2.4266
O 5.0942 4.9867 1.1422
C 4.2006 5.9821 0.7494
O 3.9802 7.0545 1.4202
O 3.5587 5.6596 -0.4534
C 3.6224 4.3595 -1.0219
H 5.4308 5.6258 3.2199
H 6.8531 5.1941 2.3268
H 5.7457 4.0326 2.9798
H 4.6424 4.0764 -1.2818
H 2.9404 4.3214 -1.8713
H 3.2740 3.5995 -0.3225
C -0.0023 -2.2563 -1.9922
O -0.7833 -1.1312 -1.7984
C -2.0729 -1.2333 -1.5622
O -2.7345 -2.2881 -1.2957
O -2.6068 -0.0309 -1.4794
C -3.9536 0.0634 -1.0829
H 0.3618 -2.7684 -1.1016
H 0.9913 -1.9263 -2.2954
H -0.4171 -2.9456 -2.7277
H -4.3247 1.0713 -1.2684
H -3.9093 -0.0623 -0.0011
H -4.6456 -0.5762 -1.6308
C 1.7448 -7.4808 -1.1733
O 1.2849 -7.5371 0.1196
C 0.5570 -6.5415 0.6107
O 0.3028 -5.4574 0.0987
O 0.2438 -6.8685 1.9249
C -0.6841 -6.0425 2.6574
H 2.3956 -8.3506 -1.0844
H 2.2931 -6.5479 -1.3044
H 1.0920 -7.6729 -2.0248
H -0.5325 -4.9964 2.3914
H -0.4703 -6.1686 3.7188
H -1.7239 -6.3239 2.4909
C 0.6050 1.3157 0.0817
O -0.1447 1.3172 1.2908
C -0.7223 0.2550 1.8556
O -1.4798 0.3003 2.8522
O -0.1701 -0.8439 1.4663
C -0.5358 -2.1289 2.0604
H 1.0893 2.2735 -0.1084
H -0.0498 1.0461 -0.7469
H 1.4058 0.5779 0.1329
H -0.2241 -2.2317 3.0998
H -0.2945 -2.9452 1.3795
H -1.6229 -2.1563 1.9858
```

Entry 2:
Molecular formula: C22H42AlNP3Se
Method: DFT, ωB97M-V/def2-TZVPD

Computed properties:
total charge: +3
LUMO (spin up / spin down): -10.46 / -11.51 eV

The geometry in XYZ format:
```
70
C22H42AlNP3Se ωB97M-V/def2-TZVPD
Al -1.6856 0.2196 -0.4406
P -1.5621 -1.9398 1.0519
P 1.7619 -0.6452 2.3198
P 1.7560 -1.6026 -0.8257
H -3.0604 2.2528 -3.2919
C -3.0983 1.1827 -3.4829
C -2.9064 0.3325 -2.4567
H -3.3083 0.7114 -1.4535
C -3.0978 -1.8637 2.0634
C -0.6452 -3.2134 2.0967
C -2.1446 -3.0407 -0.3058
C 2.8870 0.7917 2.1927
C 1.1598 -0.3746 4.0613
C 2.8546 -2.0784 2.5566
C 1.2437 -1.5057 -2.5957
C 1.9819 -3.4387 -0.7274
C 3.5306 -1.1162 -1.0243
H -3.2698 0.9857 -4.5358
H -2.7520 -0.7194 -2.5607
H -3.7231 -1.0445 1.7081
H -2.8697 -1.6858 3.1180
H -3.6620 -2.7937 1.9851
H -0.2290 -2.7439 3.0012
H 0.1898 -3.6757 1.5493
H -1.3107 -4.0300 2.4322
H -2.5201 -2.4178 -1.1308
H -2.9699 -3.6749 0.0490
H -1.3266 -3.6701 -0.6820
H 3.6224 0.8041 3.0059
H 2.2821 1.7067 2.2362
H 3.4031 0.7874 1.2294
H 2.0189 -0.2241 4.7450
H 0.5797 -1.2567 4.3831
H 0.4830 0.5007 4.0956
H 3.4107 -2.0409 3.4935
H 3.5616 -2.1686 1.7348
H 2.2414 -2.9827 2.5670
H 1.9833 -2.0287 -3.2064
H 1.2065 -0.4577 -2.9240
H 0.2633 -1.9807 -2.7260
H 2.5191 -3.7604 -1.6308
H 1.0001 -3.9290 -0.6765
H 2.5650 -3.6955 0.1657
H 3.9393 -1.6117 -1.9147
H 4.1122 -1.4019 -0.1413
H 3.5916 -0.0284 -1.1403
C 0.9758 2.4020 -2.4507
C -0.2367 2.5842 -3.0722
C -0.2943 3.2980 -4.2643
C 0.8483 3.8368 -4.8293
C 2.0768 3.6638 -4.2260
C 2.1567 2.9202 -3.0344
Se 0.8500 1.2106 -0.8269
H -0.0712 0.0742 -1.6522
H -1.0949 2.0519 -2.7206
H -1.2478 3.3870 -4.7243
H 0.7643 4.4001 -5.7515
H 2.9897 4.0588 -4.6859
H 3.1264 2.6628 -2.5947
C -2.7108 3.3836 3.2426
C -2.5832 3.6536 1.8725
C -2.0897 2.6897 0.9842
N -1.7970 1.4252 1.3959
C -1.7373 1.2065 2.7391
C -2.2317 2.1348 3.6577
H -3.1641 4.1044 3.9462
H -2.9306 4.5780 1.4333
H -1.9051 2.8663 -0.0877
H -1.3327 0.2069 2.9867
H -2.3679 1.7674 4.6949
```

Entry 3:
Molecular formula: C22H42BNO11
Method: DFT, ωB97M-V/def2-TZVPD

Computed properties:
total charge: 0
LUMO: -0.01 eV

The geometry in XYZ format:
```
77
C22H42BNO11 ωB97M-V/def2-TZVPD
C 3.8080 3.9198 2.1408
C 2.3553 4.3718 2.1918
O 1.6898 4.0574 0.9541
B 0.5471 3.3158 1.1544
O -0.6536 3.9429 1.3240
C 0.5799 1.7265 1.2445
C 1.2238 1.0388 2.2758
C 1.1899 -0.3557 2.4066
C 1.8740 -1.0740 3.5380
O 2.2050 -0.2923 4.6628
C 1.1354 0.3229 5.3510
O -0.0607 -0.3680 5.1790
C -1.1545 0.3990 4.7047
C -2.0386 -0.4119 3.7301
O -1.8461 -1.8082 3.8142
C 0.5244 -1.1163 1.4474
C -0.0778 -0.4513 0.3983
C -0.0568 0.9294 0.2935
C -0.7943 1.3032 -0.9449
O -0.9760 2.4058 -1.3801
N -1.2863 0.1033 -1.5436
C -0.8519 -1.0012 -0.7459
O -1.1132 -2.1491 -0.9744
H 3.8710 3.0671 1.4630
H 4.1697 3.5919 3.1140
H 4.4427 4.7043 1.7335
H 1.8375 3.8917 3.0306
H 2.2685 5.4481 2.3449
H -1.2233 3.4120 1.8963
H 1.7597 1.6090 3.0247
H 2.8237 -1.4537 3.1554
H 1.2779 -1.9438 3.8247
H 1.4299 0.3162 6.4034
H 1.0233 1.3672 5.0325
H -1.7517 0.7254 5.5613
H -0.7917 1.2770 4.1643
H -3.0875 -0.1963 3.9439
H -1.8393 -0.0606 2.7137
H -1.3251 -2.0891 3.0591
H 0.4695 -2.1979 1.5072
H -0.9371 -0.0147 -2.5000
C -5.0925 2.8076 3.2672
C -3.8243 2.8447 4.0959
O -2.6878 3.2294 3.3209
H -4.9799 2.1178 2.4304
H -5.9426 2.4895 3.8715
H -5.3153 3.7947 2.8564
H -3.5941 1.8565 4.4920
H -3.9345 3.5284 4.9428
H -2.8429 4.1129 2.9672
C -0.2050 -2.1975 -6.1091
C -0.6115 -0.8343 -5.5914
O -0.2521 -0.6560 -4.2175
H -0.6661 -2.9842 -5.5106
H -0.5098 -2.3171 -7.1494
H 0.8785 -2.3294 -6.0493
H -1.6916 -0.7096 -5.6349
H -0.1550 -0.0430 -6.1925
H 0.7031 -0.7491 -4.1445
C 5.4772 -4.0376 0.6230
C 4.9456 -2.6478 0.9167
O 4.9493 -2.3515 2.3110
H 4.8882 -4.7882 1.1504
H 5.4421 -4.2525 -0.4457
H 6.5133 -4.1329 0.9562
H 3.9075 -2.5593 0.5968
H 5.5299 -1.8948 0.3773
H 5.8562 -2.4040 2.6273
C -3.3642 -3.5772 -9.9538
C -3.1793 -2.4340 -8.9743
O -1.9776 -1.7055 -9.2151
H -2.5155 -4.2598 -9.9045
H -4.2755 -4.1353 -9.7361
H -3.4306 -3.2018 -10.9777
H -3.0987 -2.8118 -7.9556
H -4.0374 -1.7551 -9.0154
H -2.0215 -1.3430 -10.1049
```

| no. | DFT total energy (eV) |
| --- | --- |
| 1 | -76526.212 |
| 2 | -124764.825 |
| 3 | -48185.072 |